Molecular formula: C53H64N4O5
Method: DFT, the ωB97M-V functional and the def2-TZVPD basis

XYZ file:
```
126
Properties=species:S:1:pos:R:3:lowdin_charge:R:1
C -1.0943 4.8039 4.2104 -0.04
N -3.9669 -1.4384 1.7970 -0.09
C 1.4940 7.7474 1.8378 -0.12
O 1.1419 -1.1767 3.4083 0.12
C -0.2823 7.2623 -3.5624 -0.05
C -1.3867 1.1684 -2.6916 -0.26
H -0.0361 7.8815 5.4274 0.11
H -0.4714 4.2965 3.4631 0.06
C -4.2386 6.7144 0.5273 -0.39
C -1.0472 3.4001 -1.0657 -0.17
O -1.6488 0.1324 -3.5364 -0.09
C 1.5274 8.5908 4.1094 -0.05
C 1.8843 9.3120 -0.1272 -0.07
H 1.2992 3.8175 2.2844 0.04
C -3.6686 1.3784 2.2386 -0.15
C -2.7374 -0.8886 1.5911 -0.09
C 3.4471 7.3638 0.2946 -0.06
C -3.8727 6.4827 -0.9413 -0.12
C -3.1163 -3.7217 1.6896 -0.17
C 2.0576 8.5528 2.8214 -0.04
C -2.5179 1.8445 -2.1731 0.00
H -1.9276 6.9157 5.7723 0.07
H -4.0301 1.9736 1.3817 0.11
H -1.9995 4.2095 4.3793 0.08
C -1.2744 1.0538 1.6140 0.03
C -1.6280 -1.7078 1.2185 -0.13
C -4.8167 0.5885 2.8634 -0.17
H -3.2259 3.4908 -0.9997 0.12
H 4.1148 7.9712 0.9182 0.08
H -0.0607 0.3649 -4.8997 0.10
H -0.9675 -3.7122 1.5072 0.12
C 1.0320 3.8514 1.2249 -0.05
C -2.6085 6.0393 -1.3641 -0.08
C -2.2872 5.9962 -2.7385 -0.12
C -3.3031 6.2002 -3.6738 -0.02
H -5.3814 5.7928 2.1116 0.08
H 5.4599 -3.1765 3.0864 0.09
C 0.0757 4.7646 0.7506 -0.24
H -5.6193 -0.3633 1.0878 0.13
C 3.6558 0.6739 1.5081 -0.40
H -3.2917 2.1049 2.9699 0.11
H -3.4999 1.4619 -2.4452 0.12
H -1.9975 6.1573 2.8068 0.11
C -0.0825 1.5862 -2.3451 -0.01
C -0.8284 4.5698 -0.2700 -0.14
H -5.8562 -1.2775 2.5849 0.12
C 4.4103 -1.5343 2.1499 -0.53
C -2.5398 0.5092 1.7951 -0.14
C 2.2876 0.1774 1.7869 -0.04
C -4.2915 -2.7987 1.4372 -0.17
H -0.8510 7.7444 -4.3708 0.08
H -0.5263 4.8473 5.1496 0.09
C -5.2113 5.6547 1.0375 -0.05
C 2.0118 7.8739 0.3924 -0.37
C -0.8507 5.8792 -3.2346 -0.37
H 5.7933 -1.5884 3.8186 0.10
C 0.4044 7.8281 4.4300 -0.03
C -2.3714 6.9130 4.7681 -0.07
C 1.1981 0.8356 1.2962 0.07
H 0.4718 -1.7679 0.7936 0.13
H 0.7879 1.0410 -2.7180 0.11
H -5.6717 8.3379 0.2195 0.07
H 1.3751 1.7866 0.8199 0.06
H 1.3784 7.2290 -0.2309 0.12
H -3.3517 -4.7102 1.2855 0.11
H 5.0760 -2.2214 0.2491 0.10
H -1.1319 2.1359 1.7565 0.11
C -0.5457 -0.4158 -4.2936 -0.06
H 3.8046 7.4049 -0.7399 0.08
C -1.8217 -3.1845 1.0632 -0.14
H -3.0813 6.1256 -4.7371 0.11
H -4.7969 4.6482 0.8859 0.07
C -0.3711 -1.1291 1.0886 0.02
H -5.3801 6.6960 -4.0008 0.11
H 0.7691 7.1848 -3.8650 0.08
H -3.3281 6.3795 4.8111 0.08
H -2.5642 7.9485 4.4597 0.09
C 0.0788 2.7026 -1.5556 -0.02
O 3.2892 -1.6463 3.0498 0.07
H -1.1697 3.9278 -4.1246 0.08
H -5.1522 -3.1062 2.0498 0.12
H 1.8019 3.5697 0.4929 0.03
H 4.0175 -3.3617 1.1221 0.10
C -0.1413 0.2570 1.3427 -0.18
H -0.2753 5.4794 -2.3945 0.11
O 3.8906 1.7465 0.9913 0.11
O 4.6916 -0.1390 1.9025 0.08
H 2.5156 10.0016 0.4501 0.08
N -1.2832 6.5924 0.5805 0.16
H -1.0260 -1.1539 -4.9353 0.09
H 3.5006 6.3233 0.6363 0.08
C -0.1809 7.0096 3.4665 -0.12
H 2.1895 9.3587 -1.1793 0.08
H 3.3052 -1.9284 0.3110 0.09
H -3.3002 6.6182 1.0804 0.08
C -4.8610 6.6886 -1.9051 -0.03
N -0.1926 6.0759 1.1974 0.01
H -2.9855 -3.8546 2.7720 0.12
H -1.8256 -3.4278 -0.0105 0.12
H 2.9057 9.1774 2.5440 0.11
H -5.8613 6.9857 -1.5801 0.12
H 1.9442 9.2810 4.8375 0.11
H 0.8438 9.6532 -0.0571 0.08
H -1.1464 5.2559 -5.3155 0.08
H -0.3441 7.9063 -2.6742 0.08
N -1.6191 5.6984 -0.3703 0.04
H 0.3685 4.6946 -4.5646 0.09
C 2.1527 -0.9195 2.7881 -0.40
C -4.7376 8.1405 0.7604 -0.06
C -5.1430 -0.6401 2.0455 -0.17
C -4.5953 6.5323 -3.2633 -0.05
H -3.9795 8.8558 0.4219 0.09
C 0.4411 6.8940 2.2095 -0.08
H -4.9031 8.3003 1.8306 0.08
H -4.6055 -2.8566 0.3776 0.13
C -1.4532 6.2133 3.7630 -0.37
H 0.1849 -0.8981 -3.6274 0.09
C 5.6208 -2.1165 2.8789 0.01
C -0.6980 4.8836 -4.3844 -0.06
H 6.5032 -2.0187 2.2452 0.09
H 1.0857 3.0692 -1.3513 0.12
C 4.1715 -2.3045 0.8653 0.02
H -4.5379 0.2826 3.8794 0.12
C -2.3564 2.9450 -1.3774 -0.01
H -5.7054 1.2150 2.9454 0.11
H -6.1747 5.7117 0.5110 0.08
```

Summary:
Spin multiplicity = 1
Total energy = -72196.264 eV



Molecular formula: C53H65BrHfN7O4P2
Method: DFT, the ωB97M-V functional and the def2-TZVPD basis

XYZ file:
```
133
Properties=species:S:1:pos:R:3:lowdin_charge:R:1
H 1.2519 -2.3221 2.7529 0.14
C 4.4474 -1.3386 -0.5766 -0.07
N 0.5227 -0.1506 -3.2064 -0.07
H 3.3759 -3.8217 -0.0542 0.08
N -0.4734 -4.0433 -1.3329 -0.05
C 1.2465 4.0390 -0.9455 -0.38
Br 2.6008 0.7723 -0.8071 0.90
H 0.2240 -5.1655 3.7982 0.12
H 8.2972 -3.6365 0.3426 0.12
C 1.0354 4.0885 3.3075 -0.10
C -1.2608 -3.9888 5.3552 0.00
H 4.6296 -5.8172 0.6557 0.11
H 0.7534 -0.1554 -7.0353 0.19
H 1.2258 -4.2271 -2.5280 0.11
H -4.4247 0.2052 -3.3672 0.09
H -4.8512 1.9271 3.5491 0.12
H -0.0654 1.9637 4.7961 0.11
C 3.2685 4.6591 -2.1148 -0.06
C -3.2829 5.1256 -2.4656 -0.05
H -3.5791 -5.1676 -0.8969 0.14
P -0.2299 2.0778 1.8803 0.92
H -0.9508 -4.9472 5.7556 0.12
H -4.4748 -2.8814 -0.4176 0.11
H -2.3610 -0.5797 3.9072 0.09
H -1.4238 -5.6813 -2.2496 0.14
C 7.2189 -3.6702 0.2721 -0.04
H -1.0601 -5.5776 0.7879 0.12
H -1.4121 0.1588 -6.0340 0.15
H 2.0084 5.6785 4.3567 0.12
H 2.9371 -2.2164 1.4993 0.14
H -2.4232 -3.4689 7.0689 0.12
C 1.4307 5.1157 -0.0835 -0.08
C 2.1345 4.7375 3.8385 -0.05
C 6.5197 -2.5443 -0.1205 -0.02
H 5.0242 -0.6693 -1.2070 0.12
C -0.8517 -5.4600 -1.3447 -0.12
H -1.7090 4.2295 -5.3218 0.11
H -0.8817 -2.8314 1.5338 0.13
C -2.4529 4.5021 -1.5429 -0.09
C 2.4204 -1.5217 0.8377 -0.18
P -0.1966 2.9270 -0.8602 0.90
H 2.5844 1.3399 2.0577 0.06
C -3.4272 1.8468 5.1524 -0.06
N 0.6021 -0.4831 -6.0792 0.07
C 5.1225 -2.5688 -0.1987 -0.22
N -2.4928 -3.4580 -0.3692 -0.05
C 4.4497 -3.7640 0.0753 -0.05
O 0.0046 -4.3557 3.3216 0.04
H -3.6356 -2.5016 1.1044 0.11
H -3.0007 1.7873 -2.4525 0.11
C -1.1116 1.9554 4.5148 -0.08
N 1.2009 -1.2036 1.0806 -0.08
H -3.3305 -1.5449 -0.3525 0.05
H -5.1830 2.0846 -1.2834 0.10
C 0.9231 -3.7438 -1.5988 -0.01
O -0.8583 -1.8840 -0.8828 -0.16
H 2.6370 -0.9755 -5.7911 0.14
H 1.5504 -4.1326 -0.7925 0.08
H 4.5441 2.5023 3.0132 0.11
H 0.3288 -1.4667 -6.1514 0.19
C -1.3560 3.7662 -1.9756 -0.36
Hf -0.7037 -0.0079 0.0794 1.53
H 7.0875 -5.7277 0.8614 0.12
H -4.1839 1.7783 5.9224 0.12
H -3.1288 -1.2801 6.1575 0.11
C -2.0840 1.8558 5.4985 -0.06
C -1.2211 -2.3537 3.5778 -0.10
H 0.0481 4.5232 3.4252 0.12
C -3.8030 1.9321 3.8178 -0.06
C -1.6629 -5.7628 -0.1047 -0.13
H 4.3066 6.3713 -1.3504 0.12
H -0.2317 3.1139 -3.6900 0.08
C -1.2961 -3.0984 -0.8421 -0.41
H 0.7874 0.8101 -3.0063 0.04
C -4.2879 1.7625 -0.7511 -0.04
C 2.5309 5.9466 -0.2254 -0.05
C -3.0212 5.0232 -3.8232 -0.05
C -1.9237 4.2943 -4.2629 -0.07
H -3.3011 -0.9225 -2.5934 0.06
H -0.2165 1.3418 -5.4687 0.13
C -2.8713 -4.8590 -0.1229 -0.12
H 2.5255 -0.7521 -3.2786 0.10
C 3.2295 -0.9193 -0.1927 -0.59
C -1.4856 2.0604 3.1766 -0.37
C -4.0116 -0.1156 -2.4110 -0.04
H -1.7894 1.7902 6.5371 0.12
H -1.1334 4.0750 1.0028 0.07
H 2.0404 2.9981 -2.6574 0.06
H -4.8357 -0.5210 -1.8252 0.08
C 1.8771 -0.3820 -5.2854 -0.08
C 1.1982 2.8722 2.6402 -0.38
H 4.2560 4.6786 4.1421 0.12
H -1.9794 -6.8043 -0.0897 0.14
H 1.0670 -2.6706 -1.6794 0.06
O -2.1572 0.6443 -1.0084 -0.41
C -2.0866 -3.1532 6.0910 -0.05
H -1.4534 0.4308 -3.5178 0.10
C 3.5621 2.9503 3.0837 -0.05
C -1.1006 3.6674 -3.3430 -0.12
H 2.1706 0.6678 -5.3089 0.14
C 5.1543 -4.8926 0.4561 -0.06
C -0.6965 -0.1890 -3.9967 -0.19
H -1.0778 -1.2163 -3.9945 0.13
C -2.8362 2.0368 2.8302 -0.10
C -3.3354 1.0636 -1.7025 -0.48
C -3.5381 -2.5314 0.0188 -0.01
H -4.5955 1.0852 0.0483 0.09
H 1.3664 -1.9269 -3.8778 0.12
H -2.6885 4.5882 -0.4894 0.10
N 0.6809 -1.6364 2.2650 0.04
H 0.7243 5.3174 0.7111 0.09
O -1.4039 -0.8733 1.6734 -0.30
H -4.1327 5.6987 -2.1201 0.12
H -3.3957 -4.8820 0.8331 0.14
H -3.1320 2.1020 1.7934 0.07
C 1.6108 -0.8594 -3.8606 -0.21
C -2.0482 -1.5288 4.3257 -0.01
H -3.6644 5.5180 -4.5380 0.12
C 3.3991 4.1707 3.7204 -0.04
C 2.1736 3.8243 -1.9633 -0.18
H 2.6658 6.7783 0.4529 0.12
C -0.7361 -1.9757 2.2057 -0.38
C 2.4611 2.2998 2.5445 -0.10
C 6.5380 -4.8445 0.5656 -0.04
C -0.8310 -3.5844 4.1019 -0.26
C 3.4511 5.7193 -1.2394 -0.05
H -3.8164 2.6428 -0.3153 0.05
C -2.4809 -1.9248 5.5801 -0.06
H 3.9798 4.4847 -2.9111 0.11
N -0.8771 3.1377 0.6970 -0.39
H 7.0544 -1.6316 -0.3526 0.12
H 0.0647 -6.0456 -1.3796 0.13
C -0.5142 0.2934 -5.4327 -0.08
```

Summary:
Spin multiplicity = 1
Total energy = -164546.853 eV
Total charge = +3
Energy relative to the best compared isomer or geometry (same formula, charge and spin) = 10.0 kcal per mole



What is the total energy in the second record?
-164546.853 eV



total energy of number 2 (C53H65BrHfN7O4P2)?
-164546.853 eV



Look up the total energy of the first one.
-72196.264 eV